ORCA calculation (ωB97M-V with the def2-TZVPD basis set) on a structure of composition C58H64AsN4OPTeV.

Properties
Expectation value of S²: 3.80
HOMO-LUMO gap (spin up / spin down): 4.303 / 4.991 eV
Max |F|: 0.657 eV/Å
Charge: -2
E_HOMO (spin up / spin down): -0.45 / -1.14 eV
Energy above the lowest of the compared OMol25 structures with the same formula, charge and spin: 0.0 kJ/mol
LUMO level (spin up / spin down): 3.9 / 3.9 eV
2S+1: 4

XYZ file:
```
131
Properties=species:S:1:pos:R:3:forces:R:3
V -2.1661 0.0990 -1.2587 -0.3 -0.4 -0.4
C -0.5917 -3.0575 -2.2091 0.0 0.0 0.0
C -1.5165 -3.1321 -3.4417 0.0 0.0 0.0
C -2.0457 -1.7856 -3.9467 0.0 0.1 0.0
N -2.8714 -1.0249 -3.0189 0.1 0.2 0.3
C -4.1684 -1.0925 -3.0780 -0.3 0.0 0.1
C -4.8821 -2.1217 -3.7815 0.1 -0.1 -0.1
C -6.2107 -2.2844 -4.1071 0.0 0.0 0.0
C -7.3000 -1.4289 -3.9614 0.0 0.0 0.0
C -7.2260 -0.1673 -3.3770 0.0 -0.1 -0.1
C -6.1959 0.4350 -2.6904 0.0 0.0 0.1
C -4.9026 -0.0446 -2.2864 -0.2 0.1 0.0
N -4.2324 0.5143 -1.3179 0.3 -0.4 0.1
C -4.8340 1.5959 -0.5612 -0.1 0.1 0.0
C -4.1743 1.9475 0.7791 0.0 0.0 0.1
C -2.6481 2.1178 0.7925 0.1 -0.1 0.0
N -2.0575 0.7936 0.6909 -0.2 -0.1 0.1
C -2.0217 -0.0301 1.7111 0.1 0.1 0.0
C -2.1180 0.4178 3.0704 -0.1 0.0 0.0
C -2.1195 -0.2587 4.2719 0.0 0.0 0.0
C -2.0047 -1.6157 4.5582 0.0 0.0 0.0
C -1.8374 -2.6191 3.6028 0.0 0.0 0.0
C -1.8036 -2.5609 2.2304 0.1 0.0 -0.1
C -1.9836 -1.4676 1.3064 0.0 0.0 0.0
N -2.1976 -1.6496 0.0292 0.0 0.1 -0.1
C -2.4497 -2.9910 -0.4695 0.0 0.0 0.0
C -1.1912 -3.6983 -0.9600 0.0 0.0 0.0
H -0.3122 -2.0192 -2.0149 0.0 0.0 0.0
H 0.3561 -3.5558 -2.4355 0.0 0.0 0.0
H -2.3491 -3.8177 -3.2425 0.0 0.0 0.0
H -0.9622 -3.5681 -4.2784 0.0 0.0 0.0
H -2.5822 -1.9429 -4.8896 0.0 0.0 0.0
H -1.1780 -1.1581 -4.1648 0.0 0.0 0.0
H -4.2498 -2.9471 -4.0821 0.0 0.0 0.0
H -6.4272 -3.2303 -4.5990 0.0 0.0 0.0
H -8.2516 -1.7448 -4.3719 0.0 0.0 0.0
H -8.1253 0.4397 -3.4558 0.0 0.0 0.0
H -6.4083 1.4388 -2.3466 0.0 0.0 0.0
H -5.8857 1.3643 -0.3494 0.0 0.0 0.0
H -4.8432 2.4998 -1.1876 0.0 0.0 0.0
H -4.4370 1.1933 1.5272 0.0 0.0 0.0
H -4.6425 2.8831 1.1081 0.0 0.0 0.0
H -2.3321 2.6903 1.6702 -0.1 0.0 0.0
H -2.3183 2.6631 -0.0867 0.0 0.1 0.0
H -2.2235 1.4907 3.1684 0.0 0.0 0.0
H -2.2088 0.3891 5.1418 0.0 0.0 0.0
H -2.0193 -1.9116 5.5998 0.0 0.0 0.0
H -1.7060 -3.6221 4.0050 0.0 0.0 0.0
H -1.6465 -3.5195 1.7549 0.0 0.0 0.0
H -3.1460 -2.8931 -1.3051 0.0 0.0 0.0
H -2.9557 -3.6016 0.2846 0.0 0.0 0.0
H -1.4503 -4.7415 -1.1856 0.0 0.0 0.0
H -0.4481 -3.7219 -0.1548 0.0 0.0 0.0
C -2.2853 4.0294 -2.1750 0.1 0.1 0.0
C -1.9527 2.7819 -3.0164 -0.1 0.0 -0.3
C -0.7580 3.1409 -3.9116 0.0 0.0 0.0
C -3.1666 2.4383 -3.9051 0.0 0.1 -0.1
O -1.6244 1.6985 -2.2373 0.4 0.3 0.4
H -2.3493 4.9183 -2.8126 -0.1 0.0 0.0
H -1.4898 4.1989 -1.4429 0.0 0.0 0.0
H -3.2386 3.9263 -1.6472 0.1 0.0 0.0
H -0.9734 4.0084 -4.5471 0.0 0.0 0.0
H -0.4958 2.2866 -4.5360 0.0 0.0 0.0
H 0.1162 3.3575 -3.2886 -0.1 0.0 0.0
H -3.2821 3.1404 -4.7399 0.0 0.0 0.1
H -4.1008 2.4362 -3.3335 0.1 0.0 0.0
H -3.0160 1.4355 -4.3091 0.0 0.0 0.0
C 1.6491 0.0436 2.3819 0.0 0.0 0.1
C 1.8512 -1.4116 2.7780 -0.1 0.0 0.1
As 2.5155 -1.7751 4.5966 0.0 0.0 0.0
C 1.7105 -0.3248 5.6427 0.0 0.0 0.0
C 2.0762 1.0150 5.5202 0.0 0.0 0.0
C 1.4600 1.9911 6.2898 0.0 0.0 0.0
C 0.4740 1.6393 7.2040 0.0 0.0 0.0
C 0.1133 0.3085 7.3463 0.0 0.0 0.0
C 0.7308 -0.6645 6.5693 -0.1 0.0 0.0
C 4.3156 -1.0051 4.4831 0.0 0.0 0.0
C 5.0175 -0.8762 3.2885 0.0 0.0 0.0
C 6.3319 -0.4191 3.2869 0.0 0.0 0.0
C 6.9597 -0.0826 4.4756 0.0 0.0 0.0
C 6.2657 -0.2028 5.6741 0.0 0.0 0.0
C 4.9588 -0.6642 5.6742 0.0 0.0 0.0
P 1.3672 0.2052 0.5425 0.0 0.0 0.0
C 3.1152 -0.1142 0.0724 0.0 0.0 -0.1
C 4.1699 0.7519 0.3408 0.0 0.0 0.0
C 5.4734 0.4031 0.0082 0.0 0.0 0.0
C 5.7386 -0.8324 -0.5666 0.0 0.0 0.0
C 4.6940 -1.7088 -0.8322 0.0 0.0 0.0
C 3.3898 -1.3416 -0.5305 0.0 0.0 0.0
C 1.2589 2.0346 0.4381 -0.1 0.1 0.1
C 0.5414 2.7507 1.3983 0.0 0.0 0.0
C 0.3403 4.1184 1.2648 0.0 0.0 0.0
C 0.8426 4.7944 0.1620 0.0 0.0 0.0
C 1.5484 4.0896 -0.8039 0.0 0.0 0.0
C 1.7577 2.7248 -0.6681 -0.1 0.0 0.0
H 2.5019 0.6645 2.6715 0.0 0.0 0.0
H 0.7687 0.4295 2.8979 0.0 0.0 0.0
H 2.5516 -1.9281 2.1147 0.0 0.0 0.0
H 0.9079 -1.9577 2.7085 0.0 0.0 0.0
H 2.8515 1.3010 4.8208 0.0 0.0 0.0
H 1.7451 3.0292 6.1686 0.0 0.0 0.0
H -0.0095 2.4023 7.8025 0.0 0.0 0.0
H -0.6575 0.0242 8.0527 0.0 0.0 0.0
H 0.4330 -1.7006 6.6739 0.0 0.0 0.0
H 4.5507 -1.1117 2.3385 0.0 0.0 0.0
H 6.8507 -0.3182 2.3421 0.0 0.0 0.0
H 7.9821 0.2761 4.4701 0.0 0.0 0.0
H 6.7434 0.0643 6.6096 0.0 0.0 0.0
H 4.4237 -0.7487 6.6143 0.0 0.0 0.0
H 3.9687 1.7154 0.7961 0.0 0.0 0.0
H 6.2837 1.0955 0.2080 0.0 0.0 0.0
H 6.7545 -1.1039 -0.8306 0.0 0.0 0.0
H 4.8882 -2.6560 -1.3196 0.0 0.0 0.0
H 2.5608 -1.9907 -0.7958 0.1 0.0 0.0
H 0.1096 2.2431 2.2536 0.0 0.0 0.0
H -0.2294 4.6493 2.0193 0.0 0.0 0.0
H 0.6693 5.8581 0.0461 0.0 0.0 0.0
H 1.9244 4.5970 -1.6847 0.0 0.0 0.0
H 2.2661 2.1767 -1.4532 0.0 0.0 0.0
Te 1.4948 0.1540 -3.2984 0.0 0.0 -0.4
C 3.0069 -0.9595 -4.2675 0.1 -0.1 0.1
C 2.7049 -1.9643 -5.1978 0.0 0.0 0.0
C 3.6969 -2.7136 -5.8171 0.0 0.0 0.0
C 5.0394 -2.4875 -5.5304 0.0 0.0 0.0
C 5.3636 -1.4931 -4.6137 0.0 0.0 0.0
C 4.3670 -0.7476 -3.9971 0.0 0.0 0.0
H 1.6642 -2.1568 -5.4339 0.0 0.0 0.0
H 3.4172 -3.4841 -6.5285 0.0 0.0 0.0
H 5.8149 -3.0719 -6.0124 0.0 0.0 0.0
H 6.4034 -1.2977 -4.3699 0.0 0.0 0.0
H 4.6397 0.0197 -3.2802 0.0 0.0 0.0
```
Forces are in eV/Å.